Entry 1:
9
Properties=species:S:1:pos:R:3:forces:R:3 method="wB97M-V/def2-TZVPD" orbital_gap_ev=7.7 largest_force_ha_per_bohr=0.02945 total_energy_ev=-28335.039 total_charge=-2 lumo_ha=0.240
Cl -27.528 -10.505 8.935 -0.1567 0.1183 -1.5018
O -21.466 -12.382 8.813 0.3092 0.1081 -0.0923
O -26.366 -10.559 8.077 -0.5342 0.0726 0.4269
O -23.408 -11.701 8.162 -0.0980 0.2764 -0.2451
O -22.820 -11.474 10.229 -0.0125 0.3325 0.2159
O -27.199 -9.852 10.176 -0.1748 0.1186 0.2260
O -28.038 -11.833 9.175 0.1090 -0.4643 0.4455
O -28.599 -9.777 8.242 0.3009 0.2882 0.3781
N -22.574 -11.824 9.060 0.2570 -0.8504 0.1468



Entry 2:
10
Properties=species:S:1:pos:R:3:forces:R:3 method="wB97M-V/def2-TZVPD" orbital_gap_ev=9.6 largest_force_ha_per_bohr=0.06917 total_energy_ev=-16972.476 total_charge=+1 lumo_ha=-0.181
S 0.770 -1.229 -0.640 -0.3215 1.3759 2.0497
O -1.375 0.701 1.110 2.1833 -1.2113 -0.1309
N 0.183 -0.928 -2.080 -1.5672 -0.9302 -0.0575
N 0.739 0.576 1.659 2.3191 2.5424 0.8992
C -0.171 0.118 0.915 -2.4819 -0.4870 -2.3888
H -0.602 -1.555 -2.329 0.6506 0.9510 -0.3599
H 1.674 0.559 1.203 -0.5900 -0.2829 1.1769
H 0.273 -0.036 -2.547 0.1715 -0.1443 -0.1728
H -1.989 0.363 0.470 -0.9082 -0.4013 -0.4599
H 0.499 1.431 2.240 0.5443 -1.4123 -0.5560



Entry 3:
8
Properties=species:S:1:pos:R:3:forces:R:3 method="wB97M-V/def2-TZVPD" orbital_gap_ev=7.1 smiles="N[N+]([O-])([O-])N=S" largest_force_ha_per_bohr=0.07714 total_energy_ev=-19427.324 total_charge=-1 lumo_ha=0.137
S 0.915 1.829 -0.873 -0.2753 2.5812 -1.1265
O 0.355 -1.103 -0.981 0.1318 -0.4530 0.6656
O 0.617 -1.053 1.283 1.4824 -1.1706 1.5534
N 0.382 -0.464 0.239 -1.9804 0.8050 -3.3415
N 1.467 0.491 -0.416 0.4551 -1.9573 1.6927
N -0.890 0.275 0.414 0.2024 1.4681 0.4634
H -1.470 -0.422 0.772 -0.6116 -1.6207 1.4082
H -1.377 0.447 -0.439 0.5956 0.3473 -1.3152